C36H55ClF9N3O11P2S2 as an isolated structure. Source: the OMol25 dataset; level of theory: ωB97M-V/def2-TZVPD.

**2S+1**: 1
**LUMO level**: -0.0011 hartree

XYZ file:
```
119
C36H55ClF9N3O11P2S2 ωB97M-V/def2-TZVPD
C 2.054 -3.218 -0.751
C 0.674 -2.605 -0.449
C 0.648 -1.052 -0.517
C -0.471 -0.541 -1.443
C -0.034 -0.952 -2.867
C -0.838 0.964 -1.293
C -0.134 1.677 -0.118
C 1.347 2.062 -0.196
C 1.597 3.500 -0.570
O 0.980 4.406 -0.125
O 2.626 3.708 -1.443
O -2.244 1.260 -1.013
C -3.223 0.476 -0.404
P -4.469 1.945 -0.226
S -3.763 3.393 0.895
C -2.994 0.093 1.071
Cl -2.071 -1.438 1.374
C -4.103 0.181 2.122
C -5.424 -0.575 1.949
C -3.877 -0.537 -1.470
N -3.746 -1.967 -1.282
S -4.689 -2.949 -0.266
P -3.147 -2.929 -2.562
N -2.342 -4.177 -2.084
N -5.171 -0.009 -2.004
C -5.080 0.506 -3.366
C -4.561 -0.327 -4.503
O -5.491 1.601 -3.581
C -6.336 -0.877 -1.961
C -7.525 -0.446 -1.163
O -6.393 -1.879 -2.608
C -0.623 1.733 -2.613
C -1.711 2.257 -3.328
C -1.533 2.965 -4.518
C -0.266 3.186 -5.046
C 0.826 2.664 -4.359
C 0.634 1.954 -3.178
H 2.841 -2.477 -0.667
H 2.043 -3.647 -1.749
H 2.263 -4.016 -0.050
H 0.392 -2.910 0.556
H -0.090 -3.033 -1.088
H 1.621 -0.750 -0.896
H 0.502 -0.737 0.507
H -1.309 -1.202 -1.234
H -0.729 -0.628 -3.637
H 0.020 -2.036 -2.931
H 0.972 -0.590 -3.054
H -0.694 2.596 0.041
H -0.259 1.094 0.788
H 1.738 1.999 0.823
H 1.979 1.386 -0.755
H 3.408 3.212 -1.173
H -5.728 1.472 0.147
H -4.582 2.478 -1.509
H -2.293 0.848 1.410
H -3.638 -0.218 3.017
H -4.316 1.213 2.383
H -6.191 -0.163 2.596
H -5.290 -1.608 2.253
H -5.730 -0.615 0.911
H -3.188 -0.342 -2.292
H -3.739 -3.763 0.224
H -4.271 -3.216 -3.356
H -2.357 -2.060 -3.320
H -2.806 -5.013 -2.420
H -4.813 0.181 -5.425
H -5.003 -1.316 -4.528
H -3.474 -0.367 -4.462
H -7.491 0.613 -0.928
H -8.432 -0.675 -1.706
H -7.527 -0.969 -0.210
H -2.729 2.148 -2.997
H -2.399 3.339 -5.042
H -0.162 3.745 -5.962
H 1.830 2.785 -4.738
H 1.506 1.546 -2.698
C 7.015 -8.398 1.061
C 6.204 -7.465 1.934
O 6.152 -6.140 1.370
C 5.236 -5.942 0.435
O 4.455 -6.742 0.015
C 5.278 -4.474 -0.026
F 6.534 -4.049 -0.206
F 4.718 -3.686 0.899
F 4.627 -4.329 -1.179
H 8.011 -7.989 0.890
H 7.111 -9.372 1.539
H 6.542 -8.533 0.089
H 6.674 -7.348 2.908
H 5.195 -7.842 2.096
C 4.641 5.016 0.985
C 6.145 5.177 1.011
O 6.665 4.998 2.342
C 6.863 3.745 2.720
O 6.652 2.762 2.073
C 7.463 3.718 4.137
F 6.841 4.583 4.945
F 8.760 4.052 4.089
F 7.363 2.504 4.666
H 4.171 5.691 1.699
H 4.246 5.228 -0.007
H 4.355 3.999 1.263
H 6.424 6.186 0.718
H 6.635 4.489 0.323
C -0.230 2.933 2.841
C -0.736 3.342 4.207
O -1.453 2.261 4.835
C -0.729 1.358 5.479
O 0.458 1.344 5.613
C -1.674 0.301 6.078
F -2.604 -0.033 5.176
F -2.295 0.778 7.165
F -1.016 -0.797 6.432
H -1.056 2.575 2.224
H 0.238 3.780 2.339
H 0.502 2.127 2.921
H -1.454 4.154 4.115
H 0.071 3.683 4.854
```

=====

A 2-piece molecular cluster, C18H31BFIN4O8P2 overall. Source: the OMol25 dataset; level of theory: ωB97M-V/def2-TZVPD.

**2S+1**: 1
**Total charge**: -2
**LUMO level**: 0.1371 hartree
**Relative energy (zero: lowest compared OMol25 entry of this formula, charge and spin)**: 0.0 kJ/mol

XYZ file:
```
66
C18H31BFIN4O8P2 ωB97M-V/def2-TZVPD
C 5.902 -0.731 1.212
C 5.472 -0.792 -0.234
O 4.039 -0.873 -0.240
C 3.472 -0.226 -1.279
O 3.316 -0.757 -2.341
C 3.026 1.153 -0.954
C 1.923 1.110 0.146
C 0.677 1.888 -0.202
N -0.229 1.018 -1.049
B -0.354 1.522 -2.442
C 0.296 0.709 -3.612
O -1.021 2.712 -2.736
C -1.402 0.595 -0.438
N -2.223 1.305 0.416
C -2.346 2.726 0.082
C -3.179 3.527 1.051
F -2.411 4.093 2.052
P -2.068 0.868 2.146
O -3.434 0.894 2.741
N -1.768 -0.657 -0.648
C -1.006 -1.647 -1.438
C 0.341 -2.066 -0.861
C 0.484 -3.568 -0.696
I 2.030 -4.414 -1.951
C -2.979 -1.161 -0.044
C -2.787 -2.029 1.017
C -3.924 -2.551 1.603
C -5.146 -2.165 1.081
C -5.212 -1.270 0.033
N -4.126 -0.756 -0.544
H 6.961 -0.968 1.270
H 5.743 0.268 1.590
H 5.313 -1.429 1.791
H 5.868 -1.647 -0.774
H 5.763 0.125 -0.745
H 3.884 1.698 -0.571
H 2.710 1.634 -1.878
H 1.639 0.101 0.371
H 2.345 1.562 1.031
H 0.220 2.273 0.699
H 0.972 2.770 -0.789
H -0.465 0.131 -4.135
H 0.786 1.348 -4.341
H 1.019 -0.004 -3.235
H -0.377 3.425 -2.684
H -1.402 3.249 -0.038
H -2.859 2.784 -0.873
H -3.584 4.366 0.487
H -3.995 2.955 1.473
H -1.424 -0.390 2.128
H -1.251 1.866 2.682
H -0.932 -1.300 -2.462
H -1.618 -2.538 -1.473
H 0.570 -1.587 0.105
H 1.091 -1.740 -1.575
H 0.837 -3.753 0.309
H -0.425 -4.115 -0.905
H -1.784 -2.258 1.374
H -3.854 -3.236 2.428
H -6.061 -2.555 1.497
H -6.168 -0.955 -0.348
O 0.169 -1.074 2.254
P 1.047 -0.128 3.191
O 0.820 1.336 2.591
O 2.541 -0.484 3.047
O 0.539 -0.187 4.636
```

=====

A 2-piece molecular cluster, C9H14 overall. Source: the OMol25 dataset; level of theory: ωB97M-V/def2-TZVPD.

**2S+1**: 2
**Total charge**: -1
**LUMO level (spin up / spin down)**: 0.1360 / 0.1329 hartree
**Relative energy (zero: lowest compared OMol25 entry of this formula, charge and spin)**: 40.2 kJ/mol

XYZ file:
```
23
C9H14 ωB97M-V/def2-TZVPD
C -1.903 -3.179 1.186
C -1.269 -2.026 0.335
H -2.053 -2.843 2.214
H -2.866 -3.503 0.803
H -1.171 -3.975 1.294
H -1.660 -2.125 -0.659
H -0.198 -2.199 0.312
H -1.470 -1.054 0.767
C -0.686 1.274 -2.009
C 2.263 0.448 0.235
C 1.372 0.372 -0.829
C 2.283 1.498 1.148
C 0.429 1.458 -1.037
C 1.264 2.503 1.012
C 0.424 2.493 -0.087
H 2.935 -0.404 0.354
H 1.489 -0.379 -1.603
H 2.897 1.438 2.037
H 1.098 3.232 1.801
H -0.372 1.292 -3.072
H -1.419 2.088 -1.970
H -0.242 3.313 -0.321
H -1.144 0.277 -1.911
```

=====

A 2-piece molecular cluster, C2H2Br2OS overall. Source: the OMol25 dataset; level of theory: ωB97M-V/def2-TZVPD.

**2S+1**: 1
**LUMO level (spin up / spin down)**: -0.0619 / -0.0240 hartree
**Relative energy (zero: lowest compared OMol25 entry of this formula, charge and spin)**: 319.2 kJ/mol

XYZ file:
```
8
C2H2Br2OS ωB97M-V/def2-TZVPD
C 2.510 -1.253 0.121
C 0.636 0.873 -0.186
O 2.176 -2.320 0.469
S 0.053 0.938 -1.822
Br 4.193 -0.763 -0.632
Br 1.849 2.086 0.404
H 0.991 -0.093 0.247
H -1.053 0.093 -1.774
```

=====

C12H5CuF18N4O14S6 as an isolated structure. Source: the OMol25 dataset; level of theory: ωB97M-V/def2-TZVPD.

**2S+1**: 2
**Total charge**: -1
**LUMO level (spin up / spin down)**: 0.0488 / -0.0311 hartree
**Relative energy (zero: lowest compared OMol25 entry of this formula, charge and spin)**: 0.0 kJ/mol

XYZ file:
```
60
C12H5CuF18N4O14S6 ωB97M-V/def2-TZVPD
Cu -0.471 -0.096 0.833
C 3.122 -1.197 1.810
F 3.509 -0.632 0.665
F 2.486 -2.324 1.480
F 4.140 -1.506 2.563
S 1.865 -0.049 2.645
O 2.309 0.240 3.968
O 1.812 1.086 1.752
N 0.420 -0.830 2.521
S 0.319 -1.746 3.900
O 1.520 -2.475 4.159
O -0.288 -1.052 4.977
C -0.955 -3.023 3.429
F -2.155 -2.589 3.793
F -0.988 -3.212 2.119
F -0.703 -4.147 4.091
C -4.503 -0.345 0.278
F -4.299 -1.656 0.309
F -4.420 0.085 -0.970
F -5.686 -0.070 0.799
S -3.196 0.506 1.343
O -3.915 1.464 2.097
O -2.452 -0.481 2.074
N -2.008 1.070 0.330
S -2.337 2.468 -0.431
O -3.676 2.931 -0.270
O -1.283 3.412 -0.199
C -2.121 2.063 -2.258
F -2.996 2.790 -2.948
F -0.894 2.380 -2.667
F -2.358 0.785 -2.492
C -2.324 -4.177 -1.288
F -3.627 -4.303 -1.550
F -2.152 -4.514 -0.010
F -1.582 -4.985 -2.016
S -1.824 -2.379 -1.541
O -2.852 -1.819 -2.329
O -1.561 -1.865 -0.229
N -0.447 -2.404 -2.343
S 0.761 -2.479 -1.274
O 1.012 -1.260 -0.529
O 0.752 -3.665 -0.457
C 2.144 -2.622 -2.518
F 3.251 -2.057 -2.038
F 2.391 -3.899 -2.770
F 1.784 -2.045 -3.653
C 3.108 5.360 -0.851
C 3.583 4.585 -1.900
C 3.085 3.309 -2.094
C 2.228 2.808 -1.131
C 1.783 3.542 -0.046
C 2.230 4.833 0.089
N 1.622 1.493 -1.392
O 0.642 1.188 -0.731
O 2.136 0.774 -2.205
H 3.459 6.383 -0.788
H 4.196 5.031 -2.672
H 3.370 2.782 -2.991
H 1.078 3.083 0.626
H 1.958 5.452 0.933
```

=====

Summary of E_tot in eV
-142443.2277, -71582.6134, -9558.3809, -155070.3009, -205712.4029
(order as listed above)